[1]
A structure of composition C4H7N3O2 in a non-equilibrium geometry. Source: the OMol25 dataset; level of theory: ωB97M-V with the def2-TZVPD basis set.

XYZ file:
```
16
Properties=species:S:1:pos:R:3:forces:R:3:nbo_charge:R:1
O -3.3854 -0.1914 -0.0294 0.86 0.39 -0.50 -0.70
H -3.1394 0.6792 0.2509 -0.44 1.34 0.18 0.47
C -2.1241 -0.8615 0.0973 -8.58 -6.93 0.34 -0.11
C -0.9802 -0.1775 0.0397 -0.95 -6.65 -2.18 0.22
N -0.9965 0.9880 0.0230 -3.86 13.96 1.84 -0.28
N 0.2270 1.3948 0.1528 3.53 4.87 0.59 -0.37
C 0.9169 0.2272 0.1170 9.16 7.13 -2.68 0.34
N 0.1786 -0.6623 -0.1962 0.76 -9.67 0.31 -0.46
C 2.4329 0.3049 -0.2929 1.04 -1.52 2.22 -0.13
O 3.0269 -1.0024 0.2131 2.76 4.75 0.27 -0.70
H 2.2733 -1.4319 0.0197 -3.76 -3.92 -0.67 0.46
H 2.8676 1.1500 0.3032 0.00 -0.75 -0.85 0.19
H 2.7628 0.2786 -1.3709 -1.22 0.74 0.95 0.22
H 0.5985 2.5316 0.1903 -1.77 -4.85 -0.12 0.45
H -2.3437 -1.4524 0.9874 1.27 0.35 1.22 0.20
H -2.3150 -1.7748 -0.5051 1.20 0.75 -0.93 0.21
```
Positions in Å, forces in eV/Å.

Summary:
* LUMO: 0.33 eV
* Kohn-Sham gap: 10.01 eV

[2]
A structure of composition C49H101BN9O2PS3 in a non-equilibrium geometry. Source: the OMol25 dataset; level of theory: ωB97M-V with the def2-TZVPD basis set.

XYZ file:
```
166
Properties=species:S:1:pos:R:3:forces:R:3:mulliken_charge:R:1
C 1.8430 -0.2098 0.6144 0.22 -0.28 -0.38 -1.08
C 0.9366 -0.3565 -0.6933 1.24 0.85 0.54 0.70
O -0.3822 -0.8812 -0.4149 0.26 1.61 -0.32 -0.72
B -1.2767 0.1742 -0.1527 -0.77 -0.60 0.92 0.72
O -1.4007 0.7226 1.1689 -0.24 -1.07 -1.15 -0.77
C -2.2532 0.8450 -1.2658 -2.05 0.18 -1.95 1.03
C -1.9217 2.1647 -1.9647 -2.38 0.19 -1.27 0.61
C -0.6153 2.9789 -1.6592 -0.78 0.92 -0.03 -1.07
C -0.9299 4.5084 -1.2662 -0.32 -1.03 0.03 -0.67
C -1.9754 4.6392 -0.0725 0.98 -0.09 0.47 0.20
S -3.2778 5.8677 -0.5346 -0.73 -0.68 0.26 -0.06
C -4.8269 5.0262 -0.9646 -0.56 -0.31 -1.39 -0.09
S -5.4942 5.3009 -2.4509 0.61 0.05 1.61 -0.09
N -5.5505 4.1389 -0.0708 -0.17 -1.29 1.78 0.37
C -6.7324 4.3855 0.6487 -1.85 -0.87 1.41 -0.02
C -7.1491 3.2056 1.3968 3.63 2.29 -3.22 -0.70
N -6.1290 2.2646 1.0982 0.23 0.92 -0.46 -0.46
C -5.2127 2.8132 0.2715 -1.67 -0.39 1.32 -0.13
C -2.8395 2.7616 -2.9457 0.67 -1.02 1.26 -0.88
C -4.1502 2.1315 -3.3248 1.78 -0.78 1.48 0.05
N -5.1033 2.5750 -4.2012 0.70 -2.29 2.00 -0.69
S -6.3062 1.4082 -4.0997 2.11 -0.16 1.42 0.08
N -5.6531 0.3539 -2.9780 1.20 1.52 -0.32 -0.54
C -4.4123 0.8192 -2.5854 -1.75 0.92 -1.37 0.47
C -3.5176 0.1617 -1.5763 1.22 2.25 -0.94 0.00
P -3.8400 -1.4100 -0.6328 1.53 -0.06 1.06 0.30
C -5.2638 -1.2005 0.5656 -0.29 0.71 0.44 -0.09
C -5.1241 -2.1161 1.8745 -0.46 0.78 -0.81 -1.03
C -4.0497 -2.9043 -1.7468 -1.11 -0.24 -1.18 -0.63
C -4.6135 -2.6076 -3.1971 -0.23 -1.29 -0.14 -1.03
H 2.2907 0.8267 0.6920 -0.51 -1.15 -0.12 0.29
H 2.6862 -0.9531 0.5094 -0.80 0.83 0.43 0.40
H 1.2806 -0.4205 1.5650 0.42 0.19 -1.09 0.09
H 0.8707 0.6748 -1.1495 -0.08 -1.05 0.18 -0.10
H 1.5087 -0.9884 -1.4322 -1.07 0.37 0.72 -0.24
H -2.2209 0.3425 1.5492 0.54 0.50 -0.13 0.29
H -0.0137 2.5755 -0.7986 -0.57 0.00 -1.06 0.15
H -0.0293 3.0400 -2.6210 -0.20 -0.35 1.18 0.38
H 0.0610 4.9690 -0.9720 -1.21 -0.27 -0.47 0.25
H -1.3850 5.0193 -2.1559 0.78 -0.30 0.83 0.54
H -2.3938 3.6590 0.2780 0.25 0.90 -0.49 0.02
H -1.4330 5.0856 0.8166 -0.82 -0.43 -0.91 0.00
H -7.2836 5.3525 0.6523 0.92 -0.82 -0.40 0.36
H -8.0371 3.0812 2.0543 1.11 -0.09 -0.73 0.34
H -4.3244 2.2259 -0.0554 -0.82 0.97 0.00 0.27
H -2.5556 3.7502 -3.4036 -0.38 -1.22 0.46 0.31
H -5.1965 -0.1348 0.9508 -0.02 -1.00 -0.78 -0.22
H -6.2774 -1.2820 0.0864 0.86 -0.07 0.56 0.54
H -4.0651 -2.2055 2.2310 -0.88 -0.08 -0.59 0.25
H -5.6819 -1.5623 2.6880 0.34 -0.99 -0.84 0.38
H -5.5782 -3.1093 1.6237 0.51 0.73 0.73 0.26
H -4.7989 -3.5925 -1.2469 0.82 0.80 -0.32 0.32
H -3.1127 -3.5154 -1.8750 -0.65 1.01 0.53 0.42
H -5.6989 -2.3230 -3.1487 1.21 0.12 -0.12 0.27
H -4.5860 -3.5897 -3.7689 0.01 1.07 0.58 0.41
H -3.9999 -1.8882 -3.8002 -0.66 -0.44 0.79 0.15
C 2.1183 -2.9915 3.8942 -0.02 0.03 0.12 -1.22
C 3.4096 -3.6950 3.4976 -0.10 0.12 0.06 -0.44
N 4.5511 -2.7983 3.3870 0.24 0.13 -0.25 0.25
C 5.7033 -3.4055 2.7319 -0.09 -0.07 -0.21 -0.62
C 6.3766 -4.5881 3.4301 0.23 -0.07 -0.02 -1.08
C 4.8529 -1.9956 4.5651 -0.29 0.14 0.11 -0.74
C 5.1307 -2.7321 5.8775 0.15 0.06 0.18 -0.99
H 1.8939 -2.1658 3.2159 0.08 -0.01 0.03 0.12
H 1.2841 -3.6960 3.8512 0.07 0.02 0.00 0.45
H 2.1608 -2.6032 4.9142 -0.01 0.02 -0.05 0.32
H 3.2341 -4.1591 2.5217 0.26 0.03 -0.01 0.46
H 3.5994 -4.5140 4.2042 -0.07 -0.11 0.03 0.24
H 6.4550 -2.6335 2.5399 -0.09 0.08 0.14 0.36
H 5.3843 -3.7382 1.7371 -0.13 0.02 0.08 0.36
H 6.9668 -4.2677 4.2883 -0.07 -0.06 0.04 0.23
H 7.0666 -5.0766 2.7365 -0.04 0.02 0.01 0.42
H 5.6590 -5.3418 3.7586 0.00 0.05 0.00 0.28
H 4.0164 -1.3098 4.7337 -0.05 -0.11 -0.07 0.35
H 5.6983 -1.3367 4.3447 0.02 -0.16 -0.18 0.39
H 4.4120 -3.5308 6.0711 0.01 0.02 -0.05 0.25
H 5.0649 -2.0284 6.7119 -0.01 -0.02 -0.04 0.38
H 6.1348 -3.1553 5.9004 -0.08 -0.09 0.01 0.26
C -8.6957 -6.2832 7.3558 0.01 -0.11 -0.04 -1.42
C -8.8945 -5.2316 6.2720 0.08 -0.12 0.08 -0.33
N -7.6551 -4.8055 5.6392 0.22 0.28 -0.04 0.12
C -7.8038 -3.6072 4.8226 -0.09 0.16 0.16 -0.69
C -8.7015 -3.6989 3.5888 0.01 0.14 -0.22 -0.99
C -6.8358 -5.8606 5.0571 0.03 -0.25 0.23 -0.69
C -7.4720 -6.7476 3.9844 0.10 -0.11 -0.19 -0.95
H -7.9774 -5.9467 8.1063 0.02 0.01 -0.09 0.33
H -9.6444 -6.4760 7.8625 0.04 0.02 -0.06 0.44
H -8.3501 -7.2339 6.9439 0.01 0.03 0.04 0.29
H -9.3585 -4.3632 6.7504 0.11 0.11 -0.21 0.44
H -9.6193 -5.6099 5.5387 -0.13 -0.04 0.01 0.26
H -6.8142 -3.2557 4.5145 0.04 -0.19 0.03 0.37
H -8.1945 -2.8101 5.4657 -0.03 -0.14 0.08 0.37
H -8.2228 -4.2549 2.7829 -0.08 -0.05 0.02 0.15
H -8.8993 -2.6939 3.2058 0.01 -0.03 0.02 0.41
H -9.6668 -4.1583 3.8085 0.05 -0.02 0.01 0.33
H -6.4881 -6.5087 5.8679 -0.12 0.06 0.04 0.36
H -5.9181 -5.4221 4.6534 -0.14 0.20 0.03 0.34
H -8.4760 -7.0799 4.2554 0.03 0.05 0.02 0.24
H -6.8617 -7.6438 3.8429 -0.02 0.03 0.02 0.38
H -7.5215 -6.2441 3.0189 -0.12 -0.03 0.04 0.26
C 2.6485 -2.1287 -8.2126 0.11 0.00 0.04 -1.49
C 1.6679 -1.5100 -7.2248 0.11 -0.11 -0.05 -0.24
N 1.2168 -2.4343 -6.1954 -0.28 -0.18 0.13 0.27
C 0.0742 -1.9436 -5.4356 -0.18 0.06 -0.17 -1.16
C 0.2779 -0.6910 -4.5828 -0.15 0.10 0.21 0.14
C 2.2589 -3.0763 -5.4051 0.23 -0.13 -0.23 -1.27
C 3.2306 -2.1752 -4.6400 0.14 -0.04 0.22 0.16
H 2.2373 -3.0343 -8.6634 0.00 0.01 0.09 0.33
H 2.8597 -1.4200 -9.0172 -0.02 -0.01 0.07 0.44
H 3.6022 -2.3760 -7.7409 -0.04 -0.03 -0.03 0.28
H 0.7986 -1.1791 -7.8020 -0.11 -0.03 0.24 0.46
H 2.1204 -0.6066 -6.7939 0.05 0.12 -0.05 0.23
H -0.3062 -2.7483 -4.7987 0.18 -0.05 -0.02 0.35
H -0.7378 -1.7414 -6.1438 0.13 0.00 -0.09 0.41
H 0.8542 -0.9050 -3.6832 0.04 0.06 -0.04 -0.36
H -0.6941 -0.3119 -4.2529 0.02 -0.01 0.00 0.15
H 0.7701 0.1134 -5.1331 0.01 -0.05 -0.01 0.33
H 2.8457 -3.7174 -6.0707 -0.05 0.10 -0.07 0.43
H 1.7975 -3.7746 -4.7003 -0.19 0.14 -0.07 0.32
H 3.5985 -1.3434 -5.2447 -0.05 -0.02 -0.01 0.23
H 4.1017 -2.7589 -4.3287 -0.03 0.01 -0.02 0.38
H 2.7799 -1.7728 -3.7322 0.03 0.10 -0.06 -0.36
C 1.2589 6.5614 3.6205 -0.08 -0.03 -0.05 -1.21
C 1.7841 7.9300 3.2066 -0.06 -0.16 -0.02 -0.36
N 2.5347 7.9133 1.9595 0.31 0.05 -0.13 0.11
C 3.2782 9.1431 1.7141 0.14 0.04 0.19 -0.68
C 2.4765 10.4297 1.5102 0.06 0.18 -0.13 -0.95
C 1.8440 7.3594 0.8035 -0.14 -0.28 0.08 -0.78
C 0.5186 8.0023 0.3890 -0.11 0.01 -0.20 -0.66
H 2.0649 5.8261 3.6674 -0.01 0.05 -0.07 0.33
H 0.8044 6.6241 4.6121 0.01 0.03 -0.07 0.44
H 0.4910 6.1941 2.9356 0.04 -0.02 0.03 0.08
H 2.4459 8.2742 4.0076 0.09 0.13 -0.20 0.47
H 0.9440 8.6363 3.1690 -0.09 0.04 0.09 0.25
H 3.9384 8.9976 0.8535 -0.13 -0.14 -0.03 0.35
H 3.9551 9.2983 2.5620 -0.11 -0.11 0.05 0.41
H 2.0017 10.4586 0.5297 -0.07 0.00 0.06 0.22
H 3.1489 11.2904 1.5614 -0.02 -0.04 0.01 0.40
H 1.7113 10.5698 2.2756 0.02 -0.04 -0.03 0.27
H 1.6585 6.2966 0.9941 0.01 0.05 0.13 0.34
H 2.5212 7.3621 -0.0562 0.11 0.16 0.15 0.29
H -0.1421 8.1891 1.2381 0.05 0.00 0.00 0.23
H -0.0135 7.3332 -0.2941 0.01 0.03 0.01 0.16
H 0.6721 8.9401 -0.1444 -0.08 0.02 0.09 0.29
C 6.1707 -1.4762 -1.7648 -0.12 0.05 -0.06 -1.27
C 7.5508 -0.8676 -1.9722 -0.13 -0.08 -0.03 -0.41
N 8.2679 -1.4274 -3.1081 0.29 -0.18 -0.09 0.10
C 9.6801 -1.0671 -3.1361 0.08 -0.07 0.21 -0.69
C 10.0332 0.4102 -3.3162 0.19 0.09 -0.10 -0.96
C 7.5813 -1.3681 -4.3922 -0.31 -0.12 0.05 -0.54
C 7.1539 0.0071 -4.9099 -0.02 0.08 -0.22 -1.03
H 6.2250 -2.5642 -1.6862 0.04 0.04 -0.07 0.31
H 5.7330 -1.0953 -0.8384 0.05 0.01 -0.05 0.46
H 5.4858 -1.2189 -2.5763 0.01 -0.05 0.02 0.16
H 8.1276 -1.0644 -1.0629 0.19 0.03 -0.17 0.48
H 7.4499 0.2234 -2.0490 -0.05 0.10 0.08 0.24
H 10.1834 -1.6485 -3.9147 -0.18 -0.01 -0.06 0.35
H 10.1303 -1.4094 -2.1971 -0.16 0.00 0.03 0.41
H 9.8740 0.7413 -4.3422 -0.06 0.05 0.05 0.22
H 11.0936 0.5613 -3.0963 -0.04 -0.01 0.01 0.40
H 9.4671 1.0590 -2.6456 -0.01 -0.04 -0.03 0.27
H 6.6876 -1.9977 -4.3304 0.02 0.04 0.12 0.22
H 8.1989 -1.8549 -5.1531 0.16 0.04 0.18 0.33
H 6.6806 0.6178 -4.1383 0.03 -0.04 0.01 0.22
H 6.4258 -0.1167 -5.7165 0.02 -0.01 0.04 0.39
H 7.9941 0.5629 -5.3260 -0.05 0.06 0.09 0.33
```
Positions in Å, forces in eV/Å.

Summary:
* LUMO: -1.23 eV
* Kohn-Sham gap: 6.75 eV

[3]
The molecule C3H5NO2 in a non-equilibrium geometry. Source: the OMol25 dataset; level of theory: ωB97M-V with the def2-TZVPD basis set.

XYZ file:
```
11
Properties=species:S:1:pos:R:3:forces:R:3:nbo_charge:R:1
O -1.6442 -1.8786 -0.9147 1.05 -0.01 0.72 -0.60
C -0.8580 -1.1162 -0.3991 0.03 0.39 0.03 0.87
N -0.9751 0.2687 -0.4894 -0.06 0.04 -0.29 -0.65
C 0.3060 0.8288 -0.1996 0.36 0.04 -0.18 -0.28
C 0.7787 0.1096 1.0046 -0.49 -1.39 -0.42 -0.04
O 0.2663 -1.4064 0.3268 0.66 1.22 0.57 -0.55
H -1.4618 0.5868 -1.3115 -0.12 -0.05 -0.02 0.40
H 1.1055 0.3624 -0.7984 -0.20 0.59 -1.11 0.20
H 0.3871 1.9076 -0.3339 -0.16 -0.03 0.64 0.23
H 0.2686 -0.1212 1.9182 -0.64 0.91 0.39 0.21
H 1.8269 0.4586 1.1971 -0.43 -1.71 -0.36 0.21
```
Positions in Å, forces in eV/Å.

Summary:
* structure (SMILES): O=C1NCCO1
* LUMO: 0.58 eV
* Kohn-Sham gap: 10.57 eV

[4]
The ion C6H12N3O with charge +1 in a non-equilibrium geometry. Source: the OMol25 dataset; level of theory: ωB97M-V with the def2-TZVPD basis set.

XYZ file:
```
22
Properties=species:S:1:pos:R:3:forces:R:3:nbo_charge:R:1
C 0.2773 2.2992 -0.0229 0.46 -0.59 -1.32 -0.03
C -0.6423 0.3660 -1.0289 -2.09 -0.89 1.94 -0.32
C -2.1836 -1.3962 0.0022 1.10 1.90 -1.81 -0.28
C 1.4259 1.7906 0.6300 1.97 -2.62 1.46 0.17
C -1.1391 -0.3151 0.2843 1.56 -1.08 0.77 -0.22
C 2.1648 -1.6843 0.0361 1.15 1.71 -0.84 -0.25
N -0.5281 1.7436 -0.8109 -1.65 0.36 -0.81 -0.21
N 2.0704 0.6549 0.5843 -1.32 -0.41 -1.29 -0.11
N -2.5444 -0.0083 0.4029 -2.77 0.15 -2.71 -0.56
O 1.8161 -0.3407 -0.3261 0.67 2.12 0.24 -0.33
H 0.2666 3.3403 0.0625 -0.51 1.70 0.24 0.21
H 0.2433 -0.0711 -1.3153 1.54 -0.94 -0.76 0.24
H -1.4453 -0.0306 -1.6245 -0.39 1.29 -1.84 0.17
H -2.5835 -1.7019 -0.9862 0.42 0.68 0.28 0.20
H -2.4130 -2.1124 0.6767 -0.24 -2.03 2.41 0.21
H 1.9240 2.4023 1.3556 -0.03 0.58 0.33 0.24
H 1.8355 -2.1017 -0.8706 0.06 -1.44 -0.93 0.23
H 1.5494 -1.9358 0.8089 -1.45 -1.14 2.25 0.21
H 3.2276 -1.7859 0.2324 0.11 -0.13 -0.08 0.20
H 2.8148 0.4122 1.2029 0.68 0.25 0.62 0.42
H -3.0047 0.3114 -0.5010 0.25 0.46 1.50 0.39
H -3.1320 0.1636 1.2078 0.47 0.09 0.34 0.43
```
Positions in Å, forces in eV/Å.

Summary:
* LUMO (alpha / beta): -5.24 / -5.24 eV
* net charge: +1
* Kohn-Sham gap (alpha / beta): 5.88 / 5.89 eV

[5]
The ion C2H3N2O with charge -1 in a non-equilibrium geometry. Source: the OMol25 dataset; level of theory: ωB97M-V with the def2-TZVPD basis set.

XYZ file:
```
8
Properties=species:S:1:pos:R:3:forces:R:3:nbo_charge:R:1
C 0.0922 0.9017 -0.3671 0.13 0.14 -0.30 -0.41
N -0.4519 -0.1956 0.3790 1.59 -3.63 1.80 -0.18
O -1.7218 -0.5296 0.0463 -0.25 0.21 -0.32 -0.77
C 0.4204 -1.4614 0.6052 -1.59 3.69 -1.21 0.39
N 1.0364 -2.3695 0.9780 -0.09 -0.05 0.04 -0.54
H -0.3468 1.8072 0.0793 0.14 -0.10 -0.17 0.18
H 1.1810 0.9541 -0.2921 0.01 -0.06 0.10 0.18
H -0.2094 0.8931 -1.4286 0.07 -0.21 0.06 0.16
```
Positions in Å, forces in eV/Å.

Summary:
* structure (SMILES): CN([O-])C#N
* LUMO: 4.52 eV
* net charge: -1
* Kohn-Sham gap: 6.48 eV

[6]
The molecule CHBrN2O3 in a non-equilibrium geometry. Source: the OMol25 dataset; level of theory: ωB97M-V with the def2-TZVPD basis set.

XYZ file:
```
8
Properties=species:S:1:pos:R:3:forces:R:3:nbo_charge:R:1
O 1.2139 1.1031 -1.4785 -1.53 -0.35 0.81 -0.23
N 0.0293 0.9007 -1.2509 1.47 0.05 -2.91 0.06
C -0.2569 0.5059 0.0577 -0.36 -0.53 2.91 -0.16
Br -2.1968 0.7448 0.3667 1.71 -0.12 -0.07 0.08
N 0.1678 -1.1970 0.4455 -0.64 3.68 -0.90 0.58
O 1.3623 -1.2937 0.3661 -0.99 -1.36 0.34 -0.30
O -0.7709 -1.8514 0.7759 1.49 -0.54 -0.13 -0.28
H 0.4514 1.0874 0.7175 -1.15 -0.82 -0.05 0.24
```
Positions in Å, forces in eV/Å.

Summary:
* structure (SMILES): O=N[C@@H](Br)[N+](=O)[O-]
* LUMO (alpha / beta): -1.76 / -1.76 eV
* Kohn-Sham gap (alpha / beta): 8.50 / 8.50 eV

Number 1: DFT total energy -471.17711 Ha. Number 2: DFT total energy -4131.49830 Ha. Number 3: DFT total energy -322.49935 Ha. Number 4: DFT total energy -474.79604 Ha. Number 5: DFT total energy -262.67605 Ha. Number 6: DFT total energy -2947.71910 Ha.